# 1
The following is a quantum chemistry calculation of C32H71AsBrMgN4O8SSi4 as an isolated structure, from the OMol25 dataset.

Each line ends with the Mulliken charge.
Atoms and positions in Å:
Mg 0.16043 -0.55502 0.29631  -0.10
O 1.76183 0.18260 3.30067  -1.12
S 0.36439 0.03652 2.85385  0.78
O -0.60509 0.23324 3.90886  -0.84
O 0.19466 -1.32140 2.19376  -0.22
O 0.11482 0.96835 1.68889  -0.13
O 4.72888 -0.02558 -3.31903  -0.62
C 5.12557 0.26878 -2.09011  0.26
O 6.25253 0.64401 -1.85330  -0.68
C 4.12177 0.11981 -1.00925  0.62
C 4.37200 0.35421 0.33519  -1.06
N 3.24198 0.10355 1.00728  0.63
N 2.27575 -0.28120 0.18115  1.00
C 2.76602 -0.26781 -1.04310  -0.79
C 1.78019 -0.61050 -2.13089  0.77
O 2.20559 -0.74591 -3.28961  -0.95
O 0.58638 -0.74261 -1.73806  -0.53
H 3.76306 -0.32168 -3.35290  0.43
H 5.27584 0.67927 0.82028  0.59
H 2.95892 0.20412 2.00487  0.03
C 2.58828 5.85915 0.50993  -2.01
C 1.96347 4.46500 0.33888  3.13
C 1.84268 3.82671 1.73098  -2.11
C 2.93891 3.57788 -0.45149  -1.74
Si 0.25088 4.56577 -0.52550  -0.06
Br -0.15988 2.51184 -1.36425  -0.59
C 0.25885 5.70153 -2.08854  2.49
C 0.18237 7.18632 -1.70257  -1.80
C -0.90688 5.39868 -3.04402  -1.87
C 1.53988 5.47599 -2.90544  -2.03
C -1.20304 4.95475 0.67491  3.07
C -0.89882 6.18210 1.54769  -1.80
C -2.48595 5.24162 -0.11754  -2.40
C -1.50785 3.76703 1.60168  -1.91
H 3.51863 5.75915 1.07888  0.55
H 1.94010 6.54034 1.06536  0.35
H 2.83966 6.33142 -0.44033  0.34
H 2.85209 3.67803 2.13075  0.62
H 1.34839 2.85419 1.70710  0.23
H 1.31323 4.46754 2.43720  0.26
H 3.91164 3.59223 0.05181  0.62
H 3.09613 3.89952 -1.47932  0.15
H 2.59513 2.54357 -0.47511  -0.25
H -0.78372 7.44154 -1.26441  0.27
H 0.30299 7.79922 -2.60281  0.55
H 0.96088 7.48138 -0.99775  0.29
H -1.88400 5.56420 -2.59586  0.34
H -0.87022 4.37179 -3.40518  0.33
H -0.82539 6.06262 -3.91211  0.54
H 2.44141 5.77652 -2.37352  0.32
H 1.48468 6.07541 -3.82077  0.61
H 1.64815 4.43095 -3.20068  0.30
H -0.72659 7.08579 0.96043  0.29
H -0.03275 6.02309 2.18984  0.32
H -1.75558 6.37373 2.20349  0.52
H -2.42093 6.16285 -0.69760  0.42
H -3.31711 5.35822 0.58640  0.61
H -2.73653 4.42209 -0.79487  0.35
H -0.74419 3.60883 2.35809  0.30
H -1.60056 2.82484 1.06392  -0.17
H -2.45155 3.96525 2.12349  0.67
C -5.89118 -2.06976 0.06271  -0.82
C -5.42337 -0.81767 -0.67370  -0.77
N -4.22846 -0.20453 -0.11565  0.24
C -4.38930 0.71026 1.01188  -0.88
C -4.25216 0.08218 2.39800  -0.63
C -2.97937 -0.63368 -0.45606  0.85
C -2.82487 -1.54220 -1.64067  -1.27
N -1.91695 -0.27890 0.16973  0.48
H -6.70814 -2.54618 -0.48241  0.41
H -6.24552 -1.83332 1.06560  0.29
H -5.07708 -2.78878 0.15981  0.05
H -6.21303 -0.06321 -0.65710  0.41
H -5.24642 -1.05029 -1.72233  0.37
H -5.37532 1.16664 0.90536  0.47
H -3.66478 1.52196 0.89771  0.28
H -5.01901 -0.67371 2.56785  0.28
H -4.35945 0.85547 3.15956  0.40
H -3.27748 -0.38051 2.55186  -0.03
H -3.29586 -2.50927 -1.45658  0.26
H -1.76171 -1.68792 -1.82176  -0.18
H -3.27633 -1.10697 -2.53303  0.45
H -2.07883 0.32432 0.97058  -0.58
C -1.70382 -5.05296 -2.24024  -1.01
Si 0.11505 -5.15206 -1.76409  0.35
C 1.14825 -4.50596 -3.18813  -1.04
C 0.51323 -6.97738 -1.53279  -1.09
As 0.44558 -3.70072 0.04415  0.88
Si -0.82289 -4.56530 1.82906  0.50
C -2.41288 -3.57351 1.83037  -0.04
C -1.26713 -6.38462 1.60878  -1.19
C 0.06615 -4.37890 3.46119  -0.93
Si 2.68037 -4.09445 0.68439  0.36
C 3.77561 -3.58785 -0.76667  -1.08
C 3.06994 -3.08289 2.21382  -0.67
C 3.03203 -5.90210 1.08567  -1.17
H -1.92768 -5.77922 -3.02634  0.46
H -1.94568 -4.05971 -2.61899  0.18
H -2.35766 -5.26352 -1.39060  0.27
H 0.85710 -5.00487 -4.11713  0.45
H 2.21146 -4.69445 -3.02949  0.26
H 1.01678 -3.42978 -3.32171  0.17
H 0.33786 -7.47615 -2.49178  0.38
H -0.12646 -7.45132 -0.78846  0.28
H 1.55142 -7.15480 -1.25412  0.30
H -2.96813 -3.74245 0.90300  -0.29
H -2.17446 -2.51217 1.91232  -0.31
H -3.05452 -3.85709 2.66939  0.55
H -1.84266 -6.55893 0.69747  0.28
H -1.87859 -6.70872 2.45627  0.38
H -0.37776 -7.01637 1.57496  0.26
H 0.32820 -3.33555 3.63402  0.05
H 0.96946 -4.98981 3.50912  0.20
H -0.60468 -4.71052 4.26015  0.44
H 4.55454 -2.90002 -0.43009  0.32
H 3.22273 -3.08570 -1.56107  0.08
H 4.26790 -4.45953 -1.20481  0.48
H 2.36280 -2.26921 2.37253  -0.12
H 4.07269 -2.65740 2.11943  0.46
H 3.05970 -3.71368 3.10486  0.42
H 2.99112 -6.53553 0.19913  0.28
H 2.32861 -6.29606 1.82173  0.23
H 4.03864 -5.98412 1.50725  0.42

Output
total energy: -8649.48753 a.u.
HOMO level: -5.90 eV
gap between HOMO and LUMO: 8.1 eV
total charge: -1

# 2
The following is a quantum chemistry calculation of a 8-piece molecular cluster, C34H42N7O overall, from the OMol25 dataset.

Each line ends with the Mulliken charge.
Atoms and positions in Å:
N 0.22806 0.04038 -0.10614  2.57
H 0.41857 0.32517 -1.05624  0.62
H 0.78285 -0.72519 0.24911  0.53
H -0.75050 -0.20818 -0.07889  0.02
H 0.44456 0.90195 0.37442  0.28
C -0.67081 -4.54193 -2.70872  -0.79
C 0.75132 -4.05092 -3.08037  -0.75
C 0.80492 -2.62378 -2.56689  0.07
O -0.41883 -2.42151 -1.85110  0.17
C -0.88446 -3.69979 -1.41926  -0.30
H -0.64439 -5.59897 -2.44402  0.39
H -1.51964 -4.47133 -3.38888  0.30
H 0.91584 -4.05020 -4.15788  0.34
H 1.54205 -4.62332 -2.59539  0.28
H 0.95936 -1.87144 -3.34034  0.19
H 1.71550 -2.53124 -1.97495  -0.10
H -1.96751 -3.67346 -1.29923  0.15
H -0.50319 -4.10962 -0.48397  0.23
N 1.38295 2.32253 0.64743  0.01
C 1.00557 3.40529 1.37181  -0.21
C 1.83083 4.34895 1.94915  -1.07
C 3.18257 4.26447 1.66109  -0.40
C 3.68929 3.15737 0.99157  -1.03
C 2.76495 2.20317 0.53333  0.15
H -0.06588 3.49607 1.47254  0.47
H 1.45777 5.18278 2.52530  0.53
H 3.80780 5.03760 2.08269  0.37
H 4.73773 2.90683 0.92522  0.42
H 3.16571 1.38240 -0.04298  0.22
N -2.16981 2.14369 -0.24569  0.26
C -1.83430 3.18657 -1.03132  -0.12
C -2.47455 4.38602 -0.83588  -0.60
C -3.43138 4.57243 0.13808  -0.41
C -3.82066 3.42717 0.91846  -0.98
C -3.13526 2.24883 0.66534  -0.26
H -1.04461 3.12501 -1.76549  0.28
H -2.24483 5.16241 -1.55062  0.44
H -3.87859 5.54285 0.29519  0.41
H -4.56926 3.47461 1.69547  0.43
H -3.34246 1.30174 1.14125  0.49
N 1.87310 -1.91426 0.79397  -0.42
C 1.45949 -2.94493 1.56020  0.07
C 2.30301 -3.92118 2.06918  -1.08
C 3.65288 -3.82626 1.76319  -0.15
C 4.14796 -2.73285 1.05622  -0.88
C 3.26032 -1.80276 0.59214  -0.39
H 0.38555 -3.03020 1.63617  0.18
H 1.88688 -4.78364 2.56858  0.43
H 4.37971 -4.55693 2.08604  0.39
H 5.20946 -2.60914 0.90029  0.44
H 3.51296 -0.93733 -0.00251  0.37
N 0.05872 0.35139 2.96654  -0.02
C 1.32734 0.50269 3.47256  -0.11
C 1.67588 1.53858 4.34500  -0.71
C 0.70502 2.50900 4.59647  -0.24
C -0.59568 2.36029 4.08749  -0.90
C -0.89483 1.28043 3.29496  0.05
H 1.98071 -0.34979 3.35947  0.35
H 2.67479 1.59012 4.75232  0.44
H 1.00192 3.38570 5.15295  0.41
H -1.36046 3.07101 4.36389  0.40
H -1.87413 1.05385 2.89996  0.38
N 0.57265 0.80037 -2.57693  -0.02
C -0.41833 0.25307 -3.37160  -0.09
C -0.30061 0.30631 -4.79674  -0.78
C 0.88248 0.85478 -5.37177  -0.63
C 1.89302 1.35831 -4.51094  -0.62
C 1.66913 1.32212 -3.17358  -0.65
H -1.36573 0.07673 -2.88401  -0.26
H -1.18655 -0.04655 -5.30370  0.39
H 0.94276 0.93310 -6.44724  0.35
H 2.78499 1.76765 -4.96175  0.43
H 2.34086 1.87512 -2.53376  0.25
N -2.30319 -1.16502 0.45646  0.08
C -3.22811 -1.13422 -0.53442  0.11
C -4.47812 -1.71447 -0.40815  -0.90
C -4.81063 -2.48362 0.67300  -0.39
C -3.81275 -2.69293 1.63353  -0.96
C -2.62684 -2.00025 1.48904  -0.43
H -2.92993 -0.59809 -1.42327  -0.10
H -5.19566 -1.79056 -1.21173  0.39
H -5.73087 -3.04851 0.69452  0.39
H -3.88174 -3.39889 2.44794  0.41
H -1.80431 -2.05402 2.18686  0.42

Output
total energy: -1779.13054 a.u.
expectation value of S²: 0.765
HOMO level (spin up / spin down): -2.54 / -6.99 eV
2S+1: 2
gap between HOMO and LUMO (spin up / spin down): 2.9 / 7.3 eV

# 3
The following is a quantum chemistry calculation of C5H8O3Yb as an isolated structure, from the OMol25 dataset.

Each line ends with the Mulliken charge.
Atoms and positions in Å:
O -2.75034 1.91559 -2.07759  -0.66
C 0.41096 -1.02401 -3.65149  0.00
C 0.51061 -0.60212 -2.52359  -0.27
O 0.32333 -0.17940 -1.29524  -0.31
C 0.78749 -1.05137 -0.21617  -0.51
C 0.79605 -0.21936 1.03836  -0.46
O -0.46618 0.43587 1.13838  -0.19
C -0.72533 1.00900 2.42234  -0.73
Yb -1.41642 1.28969 -0.71011  1.25
H 0.50295 -1.38758 -4.65937  0.42
H 1.79507 -1.40659 -0.45700  0.42
H 0.08563 -1.89119 -0.14847  0.33
H 1.59596 0.53503 1.02035  0.34
H 0.94511 -0.88414 1.90096  0.39
H -1.68220 1.53777 2.36086  0.30
H -0.78801 0.20953 3.17139  0.29
H 0.07529 1.71328 2.68640  0.36

Output
total energy: -1579.30439 a.u.
expectation value of S²: 0.762
HOMO level (spin up / spin down): -13.06 / -12.15 eV
2S+1: 2
gap between HOMO and LUMO (spin up / spin down): 8.8 / 7.9 eV
total charge: +1